# 1
{"formula": "C20H18BF4N5Pd", "method": "the ωB97M-V functional and the def2-TZVPD basis", "species": ["Pd", "C", "C", "C", "C", "C", "N", "C", "C", "C", "C", "C", "C", "C", "N", "C", "C", "C", "N", "C", "C", "N", "C", "C", "C", "N", "H", "H", "H", "H", "H", "H", "H", "H", "H", "H", "H", "H", "H", "H", "H", "H", "H", "H", "F", "B", "F", "F", "F"], "coordinates": [[-0.538, 2.033, -0.725], [4.901, -2.071, -0.536], [3.579, -1.405, -0.271], [2.395, -2.137, -0.191], [1.192, -1.515, 0.048], [1.090, -0.129, 0.264], [-0.126, 0.456, 0.559], [-1.127, -0.263, 1.193], [-0.830, -0.935, 2.390], [-1.792, -1.604, 3.116], [-3.118, -1.643, 2.689], [-4.183, -2.341, 3.491], [-3.420, -0.995, 1.506], [-2.456, -0.327, 0.756], [-2.865, 0.210, -0.496], [-3.722, -0.361, -1.361], [-3.954, 0.534, -2.383], [-3.177, 1.643, -2.063], [-2.541, 1.450, -0.907], [2.281, 0.605, 0.133], [3.485, -0.032, -0.137], [2.307, 2.018, 0.264], [3.319, 2.766, 0.751], [2.992, 4.089, 0.564], [1.741, 4.063, -0.057], [1.347, 2.811, -0.231], [4.873, -3.115, -0.229], [5.703, -1.575, 0.012], [5.151, -2.036, -1.598], [2.418, -3.207, -0.360], [0.280, -2.095, 0.065], [0.194, -0.910, 2.739], [-1.512, -2.088, 4.044], [-3.740, -3.074, 4.163], [-4.887, -2.861, 2.840], [-4.750, -1.630, 4.096], [-4.444, -1.006, 1.149], [-4.100, -1.355, -1.204], [-4.571, 0.394, -3.251], [-3.066, 2.570, -2.601], [4.374, 0.569, -0.285], [4.177, 2.325, 1.225], [3.573, 4.953, 0.832], [1.119, 4.881, -0.381], [-0.009, 1.212, -2.817], [0.507, 0.439, -3.975], [1.821, 0.839, -4.166], [-0.308, 0.750, -5.052], [0.416, -0.900, -3.614]], "atomic_forces_ev_per_a": [[0.1, -0.5, 1.2], [-0.1, 0.1, -0.1], [0.0, 0.0, 0.1], [0.1, 0.0, 0.0], [-0.1, 0.1, 0.0], [0.2, -0.3, -0.3], [-0.1, 1.4, -0.4], [-0.2, 0.0, 0.0], [0.0, 0.1, 0.0], [0.0, 0.0, -0.1], [0.0, 0.0, 0.0], [0.0, 0.0, -0.1], [-0.2, 0.0, 0.0], [0.2, -0.2, 0.2], [-0.2, -0.2, -0.1], [0.0, 0.1, 0.0], [0.0, 0.1, 0.0], [-0.3, -0.1, 0.0], [0.9, 0.1, -0.3], [-0.1, -0.4, 0.0], [0.1, 0.1, -0.1], [0.2, 0.1, 0.1], [-0.1, 0.2, 0.1], [0.0, 0.0, -0.1], [0.0, 0.0, 0.1], [-0.6, -0.5, -0.4], [0.0, 0.0, 0.0], [0.0, 0.0, 0.0], [0.0, 0.0, 0.0], [0.0, 0.0, 0.0], [0.0, 0.0, 0.0], [0.0, 0.0, 0.0], [0.0, 0.0, 0.0], [0.0, 0.0, 0.0], [0.0, 0.0, 0.0], [0.0, 0.0, 0.0], [0.0, 0.1, 0.0], [0.0, 0.0, 0.1], [0.0, 0.0, 0.0], [0.2, 0.0, 0.0], [0.0, 0.0, 0.0], [0.0, -0.1, -0.1], [0.0, 0.0, 0.0], [0.0, 0.0, 0.0], [0.0, 0.1, -0.4], [-0.1, 0.1, 0.3], [0.0, 0.0, 0.0], [0.0, 0.0, -0.1], [0.0, 0.0, 0.0]], "homo_lumo_gap_ev": [6.296, 5.816], "e_above_lowest_kj_mol": 164.07, "max_force_ev_per_a": 1.41, "charge": 0, "multiplicity": 1}

# 2
{"formula": "C20H18BrIN2O4SbSe5Y", "method": "the ωB97M-V functional and the def2-TZVPD basis", "species": ["Y", "Se", "Sb", "Se", "Se", "Se", "O", "C", "O", "C", "C", "N", "N", "C", "C", "O", "O", "H", "H", "H", "C", "C", "C", "C", "C", "C", "Se", "C", "C", "C", "H", "H", "H", "H", "H", "H", "H", "H", "H", "H", "H", "Br", "C", "C", "C", "C", "C", "C", "I", "H", "H", "H", "H"], "coordinates": [[-1.125, -1.931, -1.135], [-0.312, -1.931, -3.605], [-2.322, -3.651, -3.624], [-2.722, 0.122, -0.300], [-2.856, -3.947, -0.998], [-4.181, -2.315, -4.423], [1.751, -0.611, 4.196], [0.523, -1.008, 4.475], [0.064, -0.960, 5.598], [-0.266, -1.576, 3.348], [-1.513, -2.127, 3.508], [-1.902, -2.558, 2.291], [-0.993, -2.310, 1.353], [-0.003, -1.712, 1.966], [1.143, -1.304, 1.089], [2.167, -0.851, 1.637], [0.956, -1.494, -0.145], [1.974, -0.768, 3.225], [-2.122, -2.238, 4.396], [-2.759, -2.993, 1.987], [-2.115, 7.203, -0.275], [-1.774, 5.740, -0.446], [-2.395, 4.968, -1.419], [-2.090, 3.618, -1.600], [-2.795, 2.849, -2.692], [-1.138, 3.022, -0.753], [-0.708, 1.175, -1.007], [-0.494, 3.778, 0.241], [0.549, 3.214, 1.185], [-0.827, 5.131, 0.367], [-2.926, 7.499, -0.944], [-1.256, 7.845, -0.493], [-2.431, 7.423, 0.749], [-3.139, 5.425, -2.071], [-3.308, 3.537, -3.370], [-3.522, 2.152, -2.272], [-2.104, 2.228, -3.260], [0.467, 2.137, 1.295], [0.454, 3.683, 2.168], [1.560, 3.418, 0.819], [-0.337, 5.723, 1.143], [2.641, -7.508, -0.189], [3.279, -5.779, -0.682], [4.664, -5.652, -0.754], [5.227, -4.440, -1.112], [4.404, -3.361, -1.400], [3.025, -3.492, -1.329], [2.434, -4.707, -0.958], [0.337, -4.767, -0.869], [5.293, -6.504, -0.529], [6.306, -4.345, -1.161], [4.830, -2.405, -1.677], [2.388, -2.644, -1.545]], "atomic_forces_ev_per_a": [[0.5, 0.2, 1.2], [0.0, -0.3, -0.7], [-0.3, -0.4, -0.6], [-0.2, 0.7, 0.1], [-0.2, -0.3, -0.3], [0.0, 0.0, 0.0], [0.0, 0.0, 0.1], [0.0, -0.3, 0.0], [0.0, 0.1, -0.1], [0.2, 0.2, 0.2], [-0.5, -0.3, -0.2], [-0.2, -0.1, 0.1], [-0.3, -0.1, 0.3], [0.6, 0.2, 0.0], [0.4, 0.0, 0.1], [-0.2, -0.1, -0.1], [0.0, 0.2, 0.1], [0.0, 0.2, -0.2], [0.1, 0.0, -0.2], [-0.1, 0.0, 0.1], [0.0, 0.0, 0.0], [0.0, 0.0, 0.0], [0.0, -0.1, -0.1], [-0.1, 0.1, -0.1], [0.1, 0.2, 0.2], [-0.1, 0.2, 0.0], [0.1, 0.4, 0.2], [0.0, 0.1, 0.0], [-0.1, 0.1, -0.1], [0.1, -0.1, 0.1], [0.0, -0.1, 0.0], [0.0, -0.1, 0.0], [0.0, 0.0, -0.1], [0.1, 0.0, 0.1], [0.0, -0.1, 0.1], [0.0, 0.0, 0.0], [0.1, 0.0, 0.0], [-0.1, -0.1, 0.0], [0.0, 0.0, -0.1], [-0.1, 0.0, 0.0], [-0.1, -0.1, -0.1], [-0.2, 0.1, 0.0], [0.2, 0.1, 0.0], [-0.1, 0.0, 0.0], [0.0, 0.0, 0.0], [-0.1, 0.1, 0.0], [0.0, -0.2, 0.1], [0.4, 0.1, -0.1], [0.1, -0.6, 0.1], [-0.1, 0.0, 0.0], [0.0, 0.0, 0.0], [0.0, 0.0, 0.0], [0.0, 0.0, 0.0]], "homo_lumo_gap_ev": 5.227, "e_above_lowest_kj_mol": 135.39, "max_force_ev_per_a": 1.36, "charge": -2, "multiplicity": 1}

# 3
{"formula": "C20H18BrN7O8PdS2", "method": "the ωB97M-V functional and the def2-TZVPD basis", "species": ["Pd", "N", "C", "C", "C", "C", "C", "C", "S", "O", "O", "N", "C", "N", "C", "C", "C", "N", "H", "H", "H", "H", "H", "H", "H", "H", "H", "O", "S", "O", "O", "O", "Br", "C", "C", "C", "C", "C", "N", "H", "H", "H", "H", "C", "N", "C", "C", "C", "O", "N", "C", "O", "H", "H", "H", "H", "H"], "coordinates": [[-0.218, -0.055, 0.251], [5.513, 5.794, 2.303], [4.242, 5.400, 1.913], [4.057, 4.684, 0.725], [2.798, 4.256, 0.354], [1.708, 4.537, 1.168], [1.876, 5.231, 2.354], [3.136, 5.666, 2.723], [0.116, 3.959, 0.698], [-0.863, 4.564, 1.560], [-0.027, 4.134, -0.722], [0.179, 2.348, 0.940], [-0.032, 1.874, 2.165], [-0.425, 0.559, 2.140], [-0.610, -0.148, 3.256], [-0.480, 0.486, 4.465], [-0.102, 1.831, 4.432], [0.129, 2.521, 3.333], [6.197, 5.870, 1.569], [5.557, 6.551, 2.964], [4.911, 4.466, 0.094], [2.652, 3.702, -0.565], [1.013, 5.424, 2.977], [3.271, 6.214, 3.648], [-0.842, -1.198, 3.136], [-0.637, -0.042, 5.393], [0.044, 2.372, 5.362], [-1.356, -1.599, 0.304], [-1.088, -2.116, -1.183], [-0.434, -3.380, -1.142], [-0.118, -0.999, -1.526], [-2.297, -1.986, -1.935], [-0.328, 1.582, -2.791], [-1.823, 1.616, -1.681], [-2.948, 2.301, -2.118], [-4.082, 2.301, -1.335], [-4.085, 1.606, -0.135], [-2.943, 0.948, 0.242], [-1.831, 0.968, -0.514], [-2.906, 2.822, -3.062], [-4.964, 2.835, -1.664], [-4.955, 1.572, 0.505], [-2.883, 0.385, 1.161], [4.489, -0.903, -1.107], [3.440, -1.401, -0.230], [3.530, -2.636, 0.371], [2.590, -3.115, 1.192], [1.375, -2.348, 1.455], [0.515, -2.691, 2.242], [1.361, -1.112, 0.822], [2.339, -0.614, 0.019], [2.187, 0.498, -0.484], [5.358, -0.585, -0.529], [4.093, -0.054, -1.654], [4.782, -1.682, -1.809], [4.427, -3.193, 0.135], [2.682, -4.083, 1.658]], "atomic_forces_ev_per_a": [[-0.2, -0.1, 0.0], [0.0, 0.0, 0.0], [-0.1, 0.0, 0.0], [0.0, 0.0, 0.0], [0.0, 0.0, 0.0], [-0.1, 0.0, 0.0], [0.0, 0.0, 0.0], [0.0, 0.0, 0.0], [0.1, 0.3, -0.3], [0.0, -0.1, 0.0], [0.1, -0.1, 0.0], [-0.2, -0.5, 0.4], [-0.1, -0.1, 0.0], [0.3, 0.4, -0.3], [-0.1, 0.0, 0.0], [0.0, 0.0, 0.0], [0.0, 0.1, 0.0], [0.0, -0.1, 0.0], [0.0, 0.0, 0.0], [0.0, 0.0, 0.0], [0.0, 0.0, 0.0], [0.0, 0.0, 0.0], [0.0, 0.0, 0.0], [0.0, 0.0, 0.0], [0.0, 0.0, 0.0], [0.0, 0.0, 0.0], [0.0, 0.0, 0.0], [0.0, 0.0, 0.4], [-0.5, -0.6, -0.5], [-0.1, -0.1, 0.1], [0.7, 0.4, -0.1], [0.0, -0.1, 0.2], [0.1, 0.3, 0.0], [-0.2, -0.1, 0.1], [0.0, 0.0, 0.0], [0.0, 0.0, -0.1], [-0.1, 0.0, 0.1], [0.1, 0.1, -0.1], [-0.1, 0.0, 0.2], [0.0, 0.0, 0.0], [0.0, 0.0, 0.0], [0.0, 0.0, 0.0], [0.0, 0.0, 0.0], [0.0, 0.0, 0.0], [-0.2, 0.0, 0.2], [0.1, 0.1, 0.0], [-0.1, -0.1, -0.1], [0.4, -0.1, 0.7], [-0.1, 0.0, -0.3], [-0.2, 0.2, -0.2], [0.4, -0.1, -0.4], [-0.1, 0.0, 0.0], [0.0, 0.0, 0.0], [0.0, 0.0, 0.0], [0.0, 0.0, 0.0], [0.0, 0.0, 0.0], [0.0, 0.0, 0.0]], "homo_lumo_gap_ev": 5.593, "e_above_lowest_kj_mol": 87.37, "max_force_ev_per_a": 0.95, "charge": 0, "multiplicity": 1}

# 4
{"formula": "C20H18CaCl2N3O4S", "method": "the ωB97M-V functional and the def2-TZVPD basis", "species": ["Ca", "O", "C", "O", "C", "C", "C", "C", "C", "N", "C", "O", "O", "H", "H", "H", "C", "C", "C", "C", "C", "C", "C", "H", "H", "H", "H", "H", "H", "H", "H", "Cl", "C", "C", "C", "C", "C", "Cl", "C", "S", "H", "H", "H", "N", "N", "H", "H", "H", "H"], "coordinates": [[0.192, 0.454, 0.378], [2.050, 0.065, 4.196], [1.700, 0.180, 3.031], [0.567, 0.535, 2.540], [2.754, -0.108, 1.941], [4.008, -0.656, 2.140], [4.837, -0.802, 1.031], [4.419, -0.397, -0.236], [3.149, 0.127, -0.352], [2.365, 0.252, 0.719], [2.472, 0.602, -1.650], [3.132, 0.650, -2.678], [1.225, 0.895, -1.480], [4.306, -0.950, 3.137], [5.823, -1.233, 1.155], [5.044, -0.485, -1.114], [-0.418, 3.635, -2.907], [-1.189, 2.341, -2.871], [-2.271, 2.163, -2.013], [-2.931, 0.939, -1.939], [-2.526, -0.116, -2.742], [-1.464, 0.062, -3.622], [-0.799, 1.276, -3.680], [0.600, 3.467, -2.547], [-0.886, 4.397, -2.283], [-0.345, 4.026, -3.924], [-2.605, 2.993, -1.398], [-3.756, 0.809, -1.252], [-3.022, -1.076, -2.663], [-1.138, -0.758, -4.253], [0.063, 1.391, -4.329], [-2.190, 1.627, 1.401], [-2.429, 0.291, 2.535], [-2.839, 0.646, 3.805], [-3.037, -0.339, 4.753], [-2.811, -1.660, 4.407], [-2.394, -1.988, 3.127], [-2.129, -3.679, 2.799], [-2.177, -1.030, 2.116], [-1.661, -1.451, 0.492], [-2.984, 1.691, 4.046], [-3.354, -0.078, 5.755], [-2.945, -2.452, 5.132], [0.348, -3.175, -1.902], [1.556, -2.603, -1.391], [0.059, -2.702, -2.751], [-0.371, -3.022, -1.203], [1.662, -1.642, -1.686], [2.340, -3.116, -1.768]], "atomic_forces_ev_per_a": [[-1.8, 0.3, -0.2], [-0.1, 0.0, 0.0], [-0.2, 0.1, -0.3], [0.8, -0.1, 1.0], [-0.1, 0.2, -0.3], [0.2, 0.0, -0.1], [0.0, 0.0, 0.0], [0.2, -0.1, 0.1], [-0.3, 0.2, 0.3], [1.4, -0.3, 0.2], [-0.3, 0.2, 0.3], [0.0, 0.0, -0.1], [1.2, -0.1, -0.9], [0.0, 0.0, 0.0], [0.0, 0.0, 0.0], [0.0, 0.0, 0.0], [0.0, -0.1, 0.0], [0.0, 0.1, -0.1], [0.0, -0.1, -0.1], [0.0, 0.1, -0.1], [0.0, 0.1, 0.0], [0.0, 0.0, 0.0], [0.0, 0.0, 0.0], [0.0, 0.0, 0.0], [0.0, 0.0, 0.0], [0.0, 0.0, 0.0], [0.0, 0.0, 0.0], [0.0, 0.0, 0.1], [0.0, 0.0, 0.0], [0.0, 0.0, 0.0], [0.0, 0.0, 0.0], [-0.3, -0.1, 0.2], [0.1, -0.1, -0.1], [0.0, 0.2, -0.1], [0.0, -0.1, 0.1], [0.0, 0.0, 0.0], [0.0, 0.0, 0.0], [0.0, 0.1, 0.0], [0.0, 0.0, -0.1], [-0.5, -0.4, 0.3], [0.0, 0.0, 0.0], [0.0, 0.0, 0.0], [0.0, 0.0, 0.0], [0.1, 0.0, 0.0], [0.0, 0.1, 0.1], [0.0, 0.0, 0.0], [0.0, 0.0, 0.0], [-0.1, 0.1, -0.1], [0.0, -0.1, 0.0]], "homo_lumo_gap_ev": 7.624, "e_above_lowest_kj_mol": 124.01, "max_force_ev_per_a": 1.88, "charge": -1, "multiplicity": 1}

What is the formula in the fourth record?
C20H18CaCl2N3O4S